1.
Computed, not measured: 2 unconnected molecules or ions with the total composition C5H14IN2S at a distorted geometry, with wB97M-V/def2-TZVPD.

Summary:
ΔE to the lowest compared entry with this formula, charge and spin: 0.0 kJ/mol
LUMO energy: -4.0 eV
Frontier orbital gap: 9.13 eV
Maximum force: 6.72 eV/A
Net charge: +1

Positions of all 23 atoms, in Å:
C: -3.31284 1.06179 0.75412
C: 1.46763 1.33437 1.11224
C: 2.01628 -1.38659 -2.32599
C: -1.84159 1.01019 1.03626
C: 0.54831 -0.18802 -0.62366
N: 1.51403 0.53625 -0.08639
N: 0.69583 -1.00999 -1.68856
S: -1.18248 0.29918 -0.56810
I: 0.23380 -2.37827 1.33154
H: -3.55983 1.04141 -0.34123
H: -3.71639 0.13537 1.08188
H: -3.87251 1.95661 1.16368
H: 2.34641 1.53222 1.55202
H: 0.90922 2.29293 0.87783
H: 0.78246 0.60491 1.69275
H: 2.78094 -0.67872 -2.34708
H: 2.47964 -2.26174 -1.78017
H: 1.88647 -1.66180 -3.40761
H: -1.68212 0.35911 1.82844
H: -1.32335 2.02755 1.16187
H: 2.33890 0.27021 -0.45613
H: -0.09905 -1.10144 -2.33823
H: 0.59023 -3.79552 2.37054

Atoms 1-2, force components in eV/Å:
C -1.388 1.228 -1.391
C -6.540 -1.218 -0.918

2.
Computed, not measured: a single C5H14INSi molecule at a distorted geometry, with wB97M-V/def2-TZVPD.

Summary:
ΔE to the lowest compared entry with this formula, charge and spin: 0.0 kJ/mol
LUMO energy: 0.6 eV
SMILES: CN(C)[Si](C)(C)CI
Frontier orbital gap: 9.28 eV
Maximum force: 5.30 eV/A

Positions of all 22 atoms, in Å:
C: -0.40411 -2.20845 0.82879
C: 1.25703 -1.58123 -0.68849
C: -0.66379 1.15305 -1.73787
C: 0.73634 1.77273 1.16390
C: -2.11259 0.66335 1.14344
N: 0.29154 -1.02221 0.29374
Si: -0.38646 0.56909 0.17778
I: -3.73417 -0.04092 -0.05168
H: -1.43541 -2.32233 0.49602
H: 0.15867 -3.09527 0.44852
H: -0.42418 -2.16073 1.88920
H: 2.06067 -2.13454 -0.32419
H: 0.80823 -2.21010 -1.44710
H: 1.65584 -0.66483 -1.32913
H: -0.82717 2.20106 -1.97194
H: 0.28274 0.92256 -2.21528
H: -1.42837 0.52643 -2.09087
H: 1.01945 2.71047 0.65885
H: 0.49321 1.95847 2.17625
H: 1.81406 1.35678 1.08168
H: -2.41638 1.65058 1.37133
H: -1.94457 -0.05476 1.89974

Atoms 1-2, force components in eV/Å:
C 0.137 -0.008 -0.811
C -0.782 4.596 -2.513